Entry 1:
Entry from OMol25: C2H3NP2 in the gas phase (wB97M-V/def2-TZVPD).

Properties
- energy (hartree) = -815.32490
- spin multiplicity = 3
- ΔE to the lowest compared entry with this formula, charge and spin (kcal per mole) = 0.0
- HOMO (alpha / beta) (Ha) = -0.2717 / -0.3519
- LUMO energy (alpha / beta) (eV) = 0.75 / -3.18
- frontier orbital gap (alpha / beta) (eV) = 8.14 / 6.40

Each line ends with the Mulliken spin population.
Positions of all 8 atoms, in Å:
C 1.466 0.053 -0.558  -0.007
C 0.620 -0.638 0.477  0.012
N 2.060 0.656 -1.338  0.000
P -1.708 0.813 -0.965  0.998
P -1.107 0.039 0.812  0.965
H 0.383 -1.808 0.498  0.026
H 1.131 -0.459 1.403  0.007
H -2.845 1.344 -0.329  -0.001

=====

Entry 2:
Entry from OMol25: C2H3NS in the gas phase (wB97M-V/def2-TZVPD).

Properties
- energy (hartree) = -530.77541
- spin multiplicity = 3
- ΔE to the lowest compared entry with this formula, charge and spin (kcal per mole) = 43.0
- HOMO (alpha / beta) (Ha) = -0.2794 / -0.3211
- LUMO energy (alpha / beta) (eV) = 0.75 / -1.64
- frontier orbital gap (alpha / beta) (eV) = 8.35 / 7.10

Each line ends with the Mulliken spin population.
Positions of all 7 atoms, in Å:
C 0.642 0.126 0.042  0.316
C -0.538 -0.533 0.105  -0.057
N 1.340 1.136 0.054  0.188
S -2.676 0.002 0.056  1.534
H -0.636 -0.814 -0.983  0.020
H -0.383 -1.220 0.949  -0.010
H 2.251 1.303 -0.223  0.010

=====

Entry 3:
Entry from OMol25: a molecular structure, C2H3NS2 (wB97M-V/def2-TZVPD).

Properties
- energy (hartree) = -929.09852
- spin multiplicity = 1
- ΔE to the lowest compared entry with this formula, charge and spin (kcal per mole) = 11.8
- HOMO (Ha) = -0.3204
- LUMO energy (eV) = 0.38
- frontier orbital gap (eV) = 9.10

Each line ends with the Löwdin charge.
Positions of all 8 atoms, in Å:
C 1.224 -0.095 -0.118  -1.173
C -0.879 0.517 0.023  -0.486
N -0.017 -0.652 -0.075  -0.139
S 2.687 -0.816 -0.009  0.581
S 0.563 1.589 -0.031  0.891
H -1.626 0.467 -0.900  0.126
H -1.543 0.511 0.840  0.057
H -0.409 -1.521 0.270  0.143

=====

Entry 4:
Entry from OMol25: C2H3NS2 in the gas phase (wB97M-V/def2-TZVPD).

Properties
- energy (hartree) = -929.03672
- SMILES string = S=C/N=C\S
- spin multiplicity = 1
- ΔE to the lowest compared entry with this formula, charge and spin (kcal per mole) = 50.6
- HOMO (Ha) = -0.3265
- LUMO energy (eV) = -0.05
- frontier orbital gap (eV) = 8.84

Each line ends with the Löwdin charge.
Positions of all 8 atoms, in Å:
S -0.370 2.450 -0.181  0.647
C -0.241 0.929 0.308  -0.892
N -0.447 -0.174 -0.374  -0.115
C -1.525 -0.705 -0.719  -0.527
S -2.881 -0.283 0.331  0.670
H -0.210 0.711 1.443  0.096
H -1.470 -1.696 -1.226  0.099
H -2.527 1.026 1.208  0.023

=====

Entry 5:
Entry from OMol25: C2H3NS2 in the gas phase (wB97M-V/def2-TZVPD).

Properties
- energy (hartree) = -929.01259
- SMILES string = C=NSC=S
- spin multiplicity = 1
- ΔE to the lowest compared entry with this formula, charge and spin (kcal per mole) = 65.7
- HOMO (Ha) = -0.3182
- LUMO energy (eV) = -0.75
- frontier orbital gap (eV) = 7.91

Each line ends with the Löwdin charge.
Positions of all 8 atoms, in Å:
C -2.985 -0.157 -0.193  -0.168
N -1.919 0.658 -0.087  -0.343
S -0.520 -0.344 0.181  0.888
C 0.940 0.414 0.204  -1.086
S 2.489 -0.069 -0.135  0.574
H -2.719 -1.286 -0.300  0.058
H -4.117 0.340 -0.034  0.137
H 1.040 1.414 0.132  -0.060

=====

Entry 6:
Entry from OMol25: 2 unconnected molecules or ions with the total composition C2H3NS3 (wB97M-V/def2-TZVPD).

Properties
- energy (hartree) = -1327.25176
- spin multiplicity = 1
- ΔE to the lowest compared entry with this formula, charge and spin (kcal per mole) = 40.7
- HOMO (alpha / beta) (Ha) = -0.2977 / -0.2977
- LUMO energy (alpha / beta) (eV) = -0.15 / -0.15
- frontier orbital gap (alpha / beta) (eV) = 7.95 / 7.95

Each line ends with the Löwdin charge.
Positions of all 9 atoms, in Å:
C -0.315 -0.993 -2.515  -1.498
C -0.193 1.055 1.548  -0.036
N 0.524 0.093 0.989  -0.626
S 0.779 -0.057 -2.994  0.734
S -1.469 -1.909 -2.121  0.748
S 0.514 -1.534 1.193  0.459
H -0.924 0.913 2.440  0.121
H 0.042 1.997 1.303  0.021
H 1.043 0.435 0.158  0.077

=====

Entry 7:
Entry from OMol25: C2H3NS4 in the gas phase (wB97M-V/def2-TZVPD).

Properties
- energy (hartree) = -1725.43383
- spin multiplicity = 1
- ΔE to the lowest compared entry with this formula, charge and spin (kcal per mole) = 33.4
- HOMO (alpha / beta) (Ha) = -0.3118 / -0.3118
- LUMO energy (alpha / beta) (eV) = -1.55 / -1.56
- frontier orbital gap (alpha / beta) (eV) = 6.93 / 6.93

Each line ends with the Löwdin charge.
Positions of all 10 atoms, in Å:
C 0.355 1.120 -0.141  -0.365
C 0.766 -0.149 -0.116  -1.006
N -0.789 1.586 0.420  -0.414
S -2.664 -0.379 -0.841  0.154
S -2.206 1.039 0.444  0.504
S 2.465 -0.408 -0.376  0.754
S -0.016 -1.579 0.576  0.745
H 0.991 1.847 -0.396  0.064
H 2.379 -1.713 0.127  -0.108
H -1.282 -1.364 0.303  -0.328

=====

Entry 8:
Entry from OMol25: a molecular structure, C2H3NaO2 (wB97M-V/def2-TZVPD).

Properties
- energy (hartree) = -390.76978
- spin multiplicity = 1
- ΔE to the lowest compared entry with this formula, charge and spin (kcal per mole) = 0.0
- HOMO (Ha) = -0.2406
- LUMO energy (eV) = -0.70
- frontier orbital gap (eV) = 5.85

Each line ends with the Löwdin charge.
Positions of all 8 atoms, in Å:
O -0.294 1.684 -0.261  -0.137
O -0.403 -1.111 -0.451  -0.268
C -1.499 0.972 -0.130  -0.240
C -1.480 -0.365 -0.358  -0.384
H -2.405 1.555 0.041  0.086
H -0.441 2.436 -0.855  0.097
H -2.470 -0.855 -0.271  0.101
Na 1.382 0.131 -0.205  0.745

=====

Entry 9:
Entry from OMol25: a molecular structure, C2H3O2 (wB97M-V/def2-TZVPD).

Properties
- energy (hartree) = -228.12398
- spin multiplicity = 1
- ΔE to the lowest compared entry with this formula, charge and spin (kcal per mole) = 7.7
- HOMO (Ha) = -0.6421
- LUMO energy (eV) = -6.06
- net charge = +1
- frontier orbital gap (eV) = 11.41

Each line ends with the Löwdin charge.
Positions of all 7 atoms, in Å:
C 1.200 -0.385 -0.097  0.088
C -1.379 0.460 0.095  0.100
O -1.965 -0.505 -0.033  0.308
O 0.477 0.581 -0.145  0.048
H 2.287 -0.261 -0.225  0.140
H 0.838 -1.407 0.077  0.133
H -1.459 1.517 0.329  0.182

=====

Entry 10:
Entry from OMol25: a molecular structure, C2H3O2Rh (wB97M-V/def2-TZVPD).

Properties
- energy (hartree) = -338.44032
- spin multiplicity = 6
- ΔE to the lowest compared entry with this formula, charge and spin (kcal per mole) = 3.7
- HOMO (alpha / beta) (Ha) = -0.4486 / -0.6007
- LUMO energy (alpha / beta) (eV) = -4.75 / -8.57
- net charge = +1
- frontier orbital gap (alpha / beta) (eV) = 7.46 / 7.78

Each line ends with the Mulliken spin population.
Positions of all 8 atoms, in Å:
C -0.642 -0.313 0.395  0.189
C -1.741 0.206 -0.103  0.100
O -2.676 0.761 -0.524  0.147
H -0.609 -0.628 1.439  0.004
Rh 1.000 1.423 0.290  4.133
O 1.698 -0.113 -0.627  0.435
H 0.359 -0.946 -0.358  -0.006
H 2.611 -0.391 -0.513  -0.002

=====

Entry 11:
Entry from OMol25: 2 unconnected molecules or ions with the total composition C2H3O2S (wB97M-V/def2-TZVPD).

Properties
- energy (hartree) = -626.66773
- spin multiplicity = 1
- ΔE to the lowest compared entry with this formula, charge and spin (kcal per mole) = 45.8
- HOMO (Ha) = -0.1113
- LUMO energy (eV) = 3.87
- net charge = -1
- frontier orbital gap (eV) = 6.89

Each line ends with the Löwdin charge.
Positions of all 8 atoms, in Å:
C -0.352 1.177 0.367  -0.953
C -0.255 -0.851 -0.424  -0.192
O -1.425 1.718 0.276  -0.133
O 1.124 -1.146 -0.260  -0.211
S 1.105 1.642 0.956  0.489
H -0.391 -0.782 -1.502  0.046
H -1.057 -1.267 0.147  0.030
H 1.251 -0.492 0.440  -0.076

=====

Entry 12:
Entry from OMol25: 2 unconnected molecules or ions with the total composition C2H3O2S (wB97M-V/def2-TZVPD).

Properties
- energy (hartree) = -626.66896
- spin multiplicity = 1
- ΔE to the lowest compared entry with this formula, charge and spin (kcal per mole) = 45.0
- HOMO (Ha) = -0.1092
- LUMO energy (eV) = 3.89
- net charge = -1
- frontier orbital gap (eV) = 6.86

Each line ends with the Löwdin charge.
Positions of all 8 atoms, in Å:
C 0.245 -0.941 -1.002  -0.977
C -0.420 0.757 0.191  -0.239
O -0.070 -0.928 -2.131  -0.099
O -0.264 0.477 1.543  -0.204
S 0.985 -2.068 -0.043  0.416
H -1.392 1.104 -0.072  0.029
H 0.313 1.589 -0.021  0.052
H 0.604 0.011 1.535  0.022

=====

Entry 13:
Entry from OMol25: a gas-phase ion, C2H3O2S2 (charge -1) (wB97M-V/def2-TZVPD).

Properties
- energy (hartree) = -1024.86345
- SMILES string = C=CS(=O)(=O)[S-]
- spin multiplicity = 1
- ΔE to the lowest compared entry with this formula, charge and spin (kcal per mole) = 44.4
- HOMO (Ha) = -0.1479
- LUMO energy (eV) = 3.78
- net charge = -1
- frontier orbital gap (eV) = 7.81

Each line ends with the Löwdin charge.
Positions of all 9 atoms, in Å:
C 0.343 0.600 0.202  -0.137
C -0.673 -0.179 0.166  -0.250
S -2.636 0.332 -0.155  0.085
O -2.893 1.312 0.893  -0.485
O -2.784 0.784 -1.528  -0.481
S -3.671 -1.297 0.183  0.078
H 1.374 0.411 0.668  0.059
H 0.378 1.693 -0.197  0.081
H -0.626 -1.265 0.397  0.050

=====

Entry 14:
Entry from OMol25: a molecular structure, C2H3O2Se (wB97M-V/def2-TZVPD).

Properties
- energy (hartree) = -2629.97941
- spin multiplicity = 1
- ΔE to the lowest compared entry with this formula, charge and spin (kcal per mole) = 1.5
- HOMO (Ha) = -0.1116
- LUMO energy (eV) = 3.85
- net charge = -1
- frontier orbital gap (eV) = 6.89

Each line ends with the Löwdin charge.
Positions of all 8 atoms, in Å:
C -0.765 0.359 0.097  -0.684
C 0.187 -0.782 0.008  -0.589
O -0.298 1.564 -0.136  0.026
O -1.975 0.170 0.127  0.010
Se 1.998 -0.057 -0.044  0.273
H 0.088 -1.295 -0.943  0.041
H 0.137 -1.357 0.982  0.064
H 0.628 1.398 -0.091  -0.141

=====

Entry 15:
Entry from OMol25: a gas-phase ion, C2H3O2Se (charge -1) (wB97M-V/def2-TZVPD).

Properties
- energy (hartree) = -2629.97542
- spin multiplicity = 1
- ΔE to the lowest compared entry with this formula, charge and spin (kcal per mole) = 4.0
- HOMO (Ha) = -0.1163
- LUMO energy (eV) = 3.80
- net charge = -1
- frontier orbital gap (eV) = 6.96

Each line ends with the Löwdin charge.
Positions of all 8 atoms, in Å:
C 0.857 0.281 0.220  -0.608
C -0.650 0.236 0.276  -0.606
O 1.495 -0.554 -0.662  -0.075
O 1.504 1.019 1.004  -0.026
Se -1.504 -0.959 -1.066  0.224
H -1.195 1.194 -0.023  0.044
H -1.116 -0.047 1.249  0.044
H 0.608 -1.171 -0.998  0.004

=====

Entry 16:
Entry from OMol25: 2 unconnected molecules or ions with the total composition C2H3O3 (wB97M-V/def2-TZVPD).

Properties
- energy (hartree) = -303.71947
- spin multiplicity = 1
- ΔE to the lowest compared entry with this formula, charge and spin (kcal per mole) = 41.6
- HOMO (Ha) = -0.0705
- LUMO energy (eV) = 3.89
- net charge = -1
- frontier orbital gap (eV) = 5.81

Each line ends with the Löwdin charge.
Positions of all 8 atoms, in Å:
C -2.941 -0.865 -1.501  -0.498
C -0.418 -0.203 0.419  -0.518
O -2.004 -1.493 -1.764  0.131
O -3.980 -0.456 -1.338  0.192
O -1.384 0.582 0.080  -0.380
H -0.491 -0.455 1.510  0.035
H 0.500 0.324 0.405  0.007
H -0.489 -1.010 -0.323  0.030

=====

Entry 17:
Entry from OMol25: a gas-phase ion, C2H3O3PS (charge -2) (wB97M-V/def2-TZVPD).

Properties
- energy (hartree) = -1043.20701
- spin multiplicity = 1
- ΔE to the lowest compared entry with this formula, charge and spin (kcal per mole) = 80.2
- HOMO (Ha) = 0.0392
- LUMO energy (eV) = 6.68
- net charge = -2
- frontier orbital gap (eV) = 5.62

Each line ends with the Löwdin charge.
Positions of all 10 atoms, in Å:
C -2.698 -0.476 0.079  -0.669
C 0.571 0.864 0.170  -0.585
O 1.799 -1.649 -0.024  -0.392
O 1.318 0.789 -1.135  -0.323
O 3.279 0.355 0.580  -0.465
P 1.955 -0.196 0.035  0.223
S -1.446 0.767 0.176  0.478
H -2.944 -0.792 -0.937  -0.134
H -2.623 -1.460 0.534  -0.117
H 0.788 1.798 0.520  -0.017

=====

Entry 18:
Entry from OMol25: a molecular structure, C2H3O3S (wB97M-V/def2-TZVPD).

Properties
- energy (hartree) = -701.85961
- spin multiplicity = 1
- ΔE to the lowest compared entry with this formula, charge and spin (kcal per mole) = 84.8
- HOMO (Ha) = -0.1662
- LUMO energy (eV) = 3.96
- net charge = -1
- frontier orbital gap (eV) = 8.48

Each line ends with the Löwdin charge.
Positions of all 9 atoms, in Å:
C -0.582 1.181 0.704  -0.536
C -1.098 1.413 1.790  0.031
O 0.518 -1.532 -0.308  -0.565
O -0.294 0.859 -0.438  -0.226
O -1.215 -1.278 -1.953  -0.481
S -0.839 -0.987 -0.587  0.767
H 2.106 -0.751 -1.067  0.012
H -1.452 1.554 2.778  -0.030
H 2.856 -0.460 -0.917  0.030

=====

Entry 19:
Entry from OMol25: a molecular structure, C2H3O3S (wB97M-V/def2-TZVPD).

Properties
- energy (hartree) = -701.87236
- spin multiplicity = 1
- ΔE to the lowest compared entry with this formula, charge and spin (kcal per mole) = 76.9
- HOMO (Ha) = -0.1651
- LUMO energy (eV) = 3.97
- net charge = -1
- frontier orbital gap (eV) = 8.46

Each line ends with the Löwdin charge.
Positions of all 9 atoms, in Å:
C -1.281 0.754 -0.211  -0.497
C -2.347 1.133 0.259  0.002
O 2.340 1.744 -0.623  -0.504
O -0.177 0.667 -0.770  -0.251
O 1.817 -0.163 0.787  -0.507
S 1.388 1.151 0.338  0.756
H 0.628 -2.752 -0.383  0.011
H -3.220 0.954 0.890  -0.020
H 0.851 -3.489 -0.287  0.010

=====

Entry 20:
Entry from OMol25: a molecular structure, C2H3O3Sn (wB97M-V/def2-TZVPD).

Properties
- energy (hartree) = -517.73768
- spin multiplicity = 1
- ΔE to the lowest compared entry with this formula, charge and spin (kcal per mole) = 0.0
- HOMO (Ha) = -0.5994
- LUMO energy (eV) = -6.28
- net charge = +1
- frontier orbital gap (eV) = 10.03

Each line ends with the Löwdin charge.
Positions of all 9 atoms, in Å:
O 0.314 -2.084 -0.851  -0.144
Sn -0.162 -2.110 1.005  1.602
O 0.025 -0.297 0.327  -0.353
C 0.186 -0.823 -0.979  -0.712
O -0.022 -0.136 -1.946  0.215
C -0.064 1.110 0.566  0.028
H 0.150 1.632 -0.371  0.123
H -1.081 1.353 0.895  0.121
H 0.654 1.356 1.354  0.119

=====

Computed largest force on an atom (eV/Å) in order:
3.672; 4.364; 3.944; 3.820; 3.884; 4.844; 3.786; 1.298; 1.663; 4.929; 3.859; 3.577; 5.417; 3.269; 3.589; 4.983; 3.800; 4.105; 1.798; 6.408